Entry 1:
{"formula": "C39H47CsN5O3P2Se2Te2", "method": "wB97M-V/def2-TZVPD", "total_charge": -1, "energy_ev": -219208.278, "multiplicity": 1, "orbital_gap_ev": 4.5, "e_lumo_ev": 1.654, "symbols": ["Cs", "C", "N", "C", "C", "O", "C", "O", "C", "C", "O", "N", "C", "C", "H", "H", "H", "H", "H", "H", "H", "H", "H", "H", "H", "H", "H", "H", "H", "H", "Se", "Te", "Te", "Se", "C", "C", "P", "C", "C", "C", "C", "C", "C", "C", "C", "C", "C", "C", "C", "C", "P", "C", "C", "C", "C", "C", "C", "C", "C", "C", "C", "C", "C", "H", "H", "H", "H", "H", "H", "H", "H", "H", "H", "H", "H", "H", "H", "H", "H", "H", "H", "H", "H", "H", "H", "H", "H", "H", "H", "N", "C", "C", "N", "C", "C", "N", "H", "H", "H", "H", "H"], "xyz": [[-0.11131, 0.50354, 1.01110], [5.10011, 3.13682, 2.26846], [4.49173, 1.83413, 2.04768], [4.87232, 0.83007, 3.03222], [3.24508, 1.72985, 1.51424], [2.60032, 0.69105, 1.55759], [2.74179, 2.95262, 0.77333], [1.53680, 2.64442, 0.11335], [0.92609, 3.80608, -0.37214], [-0.45044, 3.50352, -0.94130], [-0.97204, 2.40280, -0.88281], [-1.06694, 4.54858, -1.55693], [-2.38816, 4.35802, -2.12513], [-0.55188, 5.89884, -1.65491], [6.14309, 2.98486, 2.54326], [4.59023, 3.67148, 3.07760], [5.07377, 3.74729, 1.36743], [5.94693, 0.65231, 2.96688], [4.33061, -0.08813, 2.83046], [4.61431, 1.18167, 4.03580], [3.49545, 3.28592, 0.04375], [2.58306, 3.73655, 1.52293], [1.54183, 4.25187, -1.16619], [0.81992, 4.54341, 0.43588], [-2.69742, 3.32880, -1.97380], [-2.37395, 4.58337, -3.19554], [-3.10369, 5.02448, -1.63732], [0.38075, 6.01874, -1.11640], [-1.27712, 6.60105, -1.23697], [-0.38579, 6.16659, -2.70297], [-3.47832, 0.60989, 3.34457], [-1.98271, 2.61479, 3.59342], [0.37345, 1.52420, 4.67379], [1.90196, 3.43971, 4.22263], [-0.75690, -2.80380, -2.84196], [0.00623, -1.56909, -3.36151], [0.96051, -0.67609, -2.04663], [1.59268, 0.79990, -2.90715], [2.89911, 1.25248, -2.70454], [3.31000, 2.48199, -3.20114], [2.42325, 3.28490, -3.90628], [1.11881, 2.85146, -4.10099], [0.70297, 1.62565, -3.60145], [2.45270, -1.69617, -1.79881], [2.81788, -2.00094, -0.48724], [3.95591, -2.75828, -0.23713], [4.73361, -3.21982, -1.28784], [4.37781, -2.91947, -2.59815], [3.24598, -2.16009, -2.85066], [-2.21878, -2.57286, -2.40583], [-2.41517, -1.64740, -0.80671], [-2.77832, -2.95868, 0.41080], [-3.71288, -2.74561, 1.42542], [-3.83097, -3.64715, 2.47275], [-3.01572, -4.77021, 2.52847], [-2.08655, -4.98993, 1.52287], [-1.96326, -4.09057, 0.47428], [-4.01978, -0.78975, -0.94179], [-5.11699, -1.31598, -1.62555], [-6.33007, -0.64632, -1.63793], [-6.46864, 0.55001, -0.94109], [-5.38782, 1.07281, -0.24777], [-4.16064, 0.41694, -0.25706], [-0.19298, -3.27544, -2.03191], [-0.78574, -3.53526, -3.65355], [-0.69953, -0.85088, -3.78448], [0.68079, -1.86454, -4.16863], [3.59115, 0.63933, -2.13961], [4.32704, 2.81772, -3.03665], [2.74552, 4.24278, -4.29586], [0.41840, 3.48070, -4.63850], [-0.33125, 1.32576, -3.71743], [2.23095, -1.63738, 0.35174], [4.23983, -2.98451, 0.78308], [5.62035, -3.80955, -1.09136], [4.98666, -3.27271, -3.42173], [2.97911, -1.90929, -3.87128], [-2.71461, -3.54379, -2.32626], [-2.74279, -2.00693, -3.18063], [-4.32449, -1.85151, 1.42631], [-4.53962, -3.44575, 3.26545], [-3.08608, -5.45331, 3.36518], [-1.43510, -5.85445, 1.57332], [-1.20587, -4.25019, -0.28448], [-5.02231, -2.26582, -2.14032], [-7.17413, -1.06381, -2.17390], [-7.42185, 1.06403, -0.93070], [-5.49522, 1.98548, 0.32441], [-3.34619, 0.87466, 0.29890], [-2.46124, -2.16349, 5.19473], [-1.34546, -2.64058, 4.59335], [-0.77616, -1.99434, 3.47215], [0.31772, -2.43982, 2.89766], [0.85291, -3.56815, 3.38414], [0.29835, -4.20214, 4.47352], [-0.79065, -3.74856, 5.09178], [-2.78824, -1.23018, 4.94889], [-2.64469, -2.50277, 6.12244], [-1.25366, -1.09794, 3.09222], [1.74826, -3.93555, 2.89590], [0.73602, -5.10891, 4.87876]], "forces_ev_per_angstrom": [[-0.7467, -0.6040, 0.8769], [-0.0647, 0.0395, 0.0158], [0.0025, 0.1321, 0.2459], [-0.0258, 0.0396, -0.0455], [0.0391, -0.3581, -0.0968], [0.4515, 0.2094, -0.1649], [0.1577, 0.1273, -0.0972], [-0.0799, 0.1199, -0.0822], [0.1429, 0.1036, 0.0401], [-0.0988, 0.1027, -0.2579], [0.1624, 0.1757, -0.1507], [-0.1059, 0.0756, 0.0053], [0.0475, -0.0054, 0.0348], [-0.0290, -0.0965, -0.0063], [0.0179, 0.0016, -0.0305], [0.0032, -0.0312, 0.0167], [0.0302, -0.0266, -0.0157], [0.0035, -0.0006, 0.0086], [0.0107, -0.0075, 0.0056], [-0.0164, -0.0248, 0.0049], [-0.0387, -0.0248, -0.0296], [-0.0159, -0.0031, -0.0056], [0.0266, -0.0019, 0.0054], [-0.0174, -0.0160, 0.0186], [0.0021, -0.0033, 0.0018], [-0.0038, 0.0035, -0.0003], [-0.0187, -0.0075, -0.0110], [0.0062, 0.0076, 0.0130], [0.0079, 0.0104, 0.0210], [0.0192, 0.0077, -0.0019], [0.1327, 0.0859, -0.0782], [0.2329, -0.0764, 0.1470], [-0.3432, 0.1223, -0.0467], [0.0499, 0.0483, -0.0507], [-0.1071, 0.0301, -0.0344], [0.1241, -0.0013, 0.0259], [-0.4169, -0.0418, 0.2765], [0.0927, 0.0911, -0.1165], [-0.0905, -0.0164, -0.0322], [-0.0092, -0.0035, 0.0018], [0.0370, -0.0431, 0.0379], [-0.0722, 0.0252, -0.0389], [0.1397, 0.0089, 0.0616], [0.0748, -0.0827, -0.1857], [-0.0519, 0.0297, 0.0228], [0.0998, -0.0627, 0.0025], [-0.0547, 0.0357, -0.0056], [-0.0284, 0.0212, -0.0735], [0.0268, -0.0250, 0.1056], [0.0420, -0.0788, 0.0651], [0.3425, 0.3260, 0.0400], [0.0077, -0.0033, 0.0423], [0.0162, -0.0121, -0.0001], [0.0145, -0.0332, -0.0093], [-0.0828, 0.0874, -0.0063], [0.0619, -0.0836, -0.0135], [-0.0725, 0.0908, 0.0069], [0.0011, -0.0761, -0.0066], [-0.0115, 0.0191, 0.0043], [-0.0108, -0.0078, -0.0145], [0.0946, -0.0323, 0.0170], [-0.0862, -0.0120, -0.0445], [-0.0863, 0.2074, -0.0766], [0.0205, -0.0052, 0.0052], [0.0512, -0.0455, 0.0173], [-0.0045, 0.0111, -0.0104], [-0.0149, 0.0149, -0.0381], [0.0310, 0.0275, -0.0127], [0.0013, -0.0254, 0.0151], [-0.0075, -0.0022, -0.0001], [-0.0185, -0.0315, 0.0112], [-0.0111, 0.0288, -0.0233], [0.0192, -0.0187, -0.1171], [-0.0397, 0.0226, 0.0084], [-0.0033, 0.0000, 0.0119], [0.0002, -0.0017, 0.0089], [0.0221, -0.0168, -0.0123], [-0.0394, 0.0026, -0.0212], [0.0096, 0.0375, -0.0079], [0.0130, -0.0072, -0.0190], [0.0134, -0.0150, 0.0065], [0.0045, 0.0003, 0.0001], [0.0084, 0.0166, -0.0304], [0.0234, -0.0597, 0.0186], [-0.0182, 0.0034, -0.0011], [0.0069, -0.0054, 0.0015], [-0.0018, 0.0021, -0.0006], [0.0314, -0.0044, 0.0043], [-0.0093, -0.2751, -0.0800], [-0.1346, 0.1728, -0.0308], [0.2483, -0.3391, 0.2795], [0.0649, -0.0091, -0.0595], [-0.2488, 0.0069, -0.2445], [0.1869, 0.0021, 0.0294], [0.0241, 0.0060, -0.0970], [-0.1574, 0.1312, 0.0191], [0.0039, -0.0130, -0.0635], [-0.0007, -0.0307, 0.0062], [-0.0427, -0.0125, 0.0635], [-0.0135, -0.0541, 0.0568], [0.0457, 0.0041, -0.0361]], "mulliken_charge": [1.121, -0.909, 0.268, -0.952, 0.245, -0.189, -1.144, 0.696, -1.706, 0.087, -0.139, 0.377, -0.972, -1.057, 0.360, 0.217, 0.245, 0.344, 0.223, 0.279, 0.290, 0.329, 0.520, 0.662, 0.150, 0.317, 0.328, 0.363, 0.357, 0.308, -0.566, -0.156, -0.019, -0.712, -0.695, -1.261, 1.197, 0.828, -0.884, -0.511, -0.828, -0.414, -0.529, -0.304, -0.154, -0.519, -0.562, -0.788, -0.201, -1.497, 1.905, 0.589, -0.672, -0.722, -0.424, -0.829, -0.532, -0.347, -0.122, -0.782, -0.408, -0.936, -0.310, 0.113, 0.513, 0.481, 0.560, 0.295, 0.428, 0.369, 0.449, -0.005, 0.402, 0.444, 0.381, 0.390, 0.320, 0.580, 0.561, 0.390, 0.336, 0.342, 0.398, 0.157, 0.374, 0.384, 0.379, 0.466, 0.578, -0.108, 0.056, 1.173, 0.198, -0.295, -0.588, -0.741, -0.066, 0.285, -0.654, 0.416, 0.392]}

***

Entry 2:
{"formula": "C6H11ClS", "method": "wB97M-V/def2-TZVPD", "total_charge": 0, "energy_ev": -29751.925, "multiplicity": 1, "orbital_gap_ev": [6.4, 6.5], "e_lumo_ev": [-1.345, -1.317], "symbols": ["C", "C", "C", "C", "C", "C", "S", "Cl", "H", "H", "H", "H", "H", "H", "H", "H", "H", "H", "H"], "xyz": [[-2.09933, 3.04116, 1.51652], [1.66789, -1.09052, -0.58121], [-0.72740, -1.32079, -0.06628], [-0.03253, 0.63965, -1.43071], [0.80338, 0.27166, 1.03754], [0.38893, -0.29921, -0.25165], [-1.26573, 1.52961, 1.55029], [-3.55520, 2.80984, 2.36648], [2.65945, -0.48533, -0.64736], [1.60368, -1.73453, -1.48189], [1.71643, -1.91292, 0.05895], [-1.60518, -1.01515, 0.37518], [-0.38155, -1.95136, 0.66095], [-1.04560, -1.85354, -0.88128], [0.19845, 0.21747, -2.28544], [-1.02242, 0.83853, -1.34004], [0.44672, 1.56523, -1.52087], [1.61339, 1.06041, 1.06790], [0.63662, -0.31022, 1.85291]], "forces_ev_per_angstrom": [[2.1317, -0.0981, -0.8380], [1.5988, 0.5644, -1.9385], [1.3694, 1.3624, 0.5988], [1.7331, 0.3947, 4.3887], [-0.5955, 4.9840, -2.4699], [-0.1718, 0.1661, -1.9367], [-0.3245, -1.1330, 0.9038], [-0.6234, -0.2579, 0.2741], [-1.8205, -1.0404, 0.2807], [-0.3361, 1.0690, -0.3725], [0.7579, -0.9415, 2.0275], [-1.9702, 1.7562, 0.8230], [1.0046, -2.3819, 1.6926], [-0.1024, -1.2528, -2.4489], [0.7076, -2.6897, -4.2864], [-3.0778, 0.5052, 0.1527], [1.0494, 1.5923, 0.6153], [-1.0268, -1.1785, -0.0271], [-0.3035, -1.4205, 2.5607]], "nbo_charge": [-0.333, -0.615, -0.606, -0.577, -0.053, -0.155, -0.055, 0.014, 0.225, 0.237, 0.215, 0.234, 0.194, 0.220, 0.204, 0.221, 0.214, 0.232, 0.185]}

***

Entry 3:
{"formula": "C22H27Cl3N9S2Zr", "method": "wB97M-V/def2-TZVPD", "total_charge": 3, "energy_ev": -97159.839, "multiplicity": 1, "orbital_gap_ev": 5.9, "e_lumo_ev": -9.754, "symbols": ["Zr", "Cl", "C", "Cl", "H", "H", "N", "C", "N", "C", "N", "C", "C", "N", "C", "C", "N", "H", "H", "H", "H", "H", "S", "C", "N", "C", "C", "C", "N", "H", "H", "H", "H", "H", "H", "H", "H", "C", "N", "C", "C", "N", "C", "S", "H", "H", "H", "H", "H", "H", "Cl", "C", "C", "C", "C", "C", "C", "C", "H", "H", "H", "H", "H", "H"], "xyz": [[0.00686, 0.61677, -0.65828], [1.47923, 2.79577, -0.27194], [1.99841, 2.97604, -1.95426], [0.91769, 1.93430, -2.88122], [3.03221, 2.61663, -2.05747], [1.89028, 4.01788, -2.26909], [-3.37837, 3.63468, -1.51700], [-2.42460, 3.32675, -0.62968], [-1.79199, 2.23029, -1.02724], [-2.42836, 1.90407, -2.20728], [-3.38558, 2.75534, -2.50179], [-2.07251, 0.72669, -2.97877], [-2.66063, 0.43179, -4.21858], [-2.35315, -0.66610, -4.86855], [-1.49357, -1.50842, -4.32479], [-0.87169, -1.22501, -3.10992], [-1.14734, -0.09924, -2.44390], [-4.04940, 4.39862, -1.51781], [-2.20481, 3.89551, 0.25631], [-3.37749, 1.09675, -4.68003], [-1.29543, -2.41918, -4.86744], [-0.16746, -1.90838, -2.64469], [-1.14283, -1.70224, 0.06555], [-0.18666, -2.47833, 1.29013], [0.07656, -3.76277, 1.15765], [0.88556, -4.50921, 2.11270], [1.86204, -3.55335, 2.78561], [1.07882, -2.38455, 3.37396], [0.27219, -1.77831, 2.31733], [-0.33044, -4.26598, 0.38163], [1.41569, -5.29851, 1.57652], [0.23049, -4.97827, 2.85434], [2.58052, -3.18174, 2.05331], [2.41564, -4.06463, 3.57028], [1.74870, -1.62127, 3.77190], [0.42493, -2.73043, 4.18221], [0.06945, -0.77935, 2.36610], [-2.09793, 1.96793, 4.60749], [-2.73802, 1.20844, 3.56603], [-3.99165, 0.65661, 3.62390], [-4.22191, 0.01580, 2.45179], [-3.10583, 0.19473, 1.67459], [-2.19985, 0.91214, 2.37119], [-0.63390, 1.37166, 1.83709], [-2.80727, 2.15081, 5.41140], [-1.74529, 2.92287, 4.21566], [-1.24044, 1.42316, 5.00751], [-4.62844, 0.75623, 4.47904], [-5.07089, -0.54475, 2.11789], [-2.93040, -0.24791, 0.77646], [6.23406, 1.23232, -3.89236], [4.98820, 0.76509, -2.81049], [5.03650, 1.14251, -1.46877], [4.01665, 0.78072, -0.60767], [2.92617, 0.01596, -1.04918], [1.86129, -0.42955, -0.11630], [2.91101, -0.38470, -2.39697], [3.91504, -0.00414, -3.26636], [5.88830, 1.68800, -1.09541], [4.07819, 1.06858, 0.43334], [2.17499, -0.21152, 0.92038], [1.73271, -1.52162, -0.22827], [2.12282, -1.04948, -2.74981], [3.90291, -0.32249, -4.29800]], "forces_ev_per_angstrom": [[-0.6120, -0.8992, 1.1754], [0.1923, 0.6929, 0.7472], [0.7203, 0.3114, -0.3009], [-0.3197, 0.2225, -0.7086], [-0.4119, 0.0080, 0.0885], [-0.1142, -0.2829, 0.1123], [0.5870, -0.0917, 0.6128], [0.0219, 0.1353, 0.1062], [-0.1473, -0.2132, -0.4568], [-0.4407, 1.1145, 0.5842], [-0.1249, -0.9261, -1.0857], [-0.2940, -0.1781, -0.6442], [0.1667, 0.4066, 0.6751], [-0.1419, -0.3284, -0.4354], [0.2842, 0.0403, 0.3709], [0.1179, -0.4370, -0.2207], [-0.6882, 0.1360, -0.5709], [0.1682, -0.0783, 0.0594], [-0.0105, 0.0646, 0.0936], [-0.0629, 0.1486, 0.1138], [0.1454, -0.1574, 0.0144], [-0.0800, 0.0595, -0.1706], [-0.0255, 0.4382, -0.9558], [0.2978, 0.5254, 0.5450], [-0.2164, 0.1162, -0.1883], [0.4014, -0.2965, 0.5220], [-0.2051, 0.0750, 0.0273], [0.3092, -0.2821, 0.2434], [-0.1972, -0.2554, -0.1073], [-0.0358, 0.1773, -0.0147], [-0.1181, 0.0971, 0.0122], [0.0736, -0.0015, -0.1112], [0.0530, -0.0096, -0.0054], [-0.0362, -0.0350, -0.0138], [-0.0774, -0.0363, -0.0181], [0.0902, 0.1000, -0.0681], [-0.0122, -0.3680, -0.1825], [0.5821, 0.5038, 0.6186], [0.0514, -0.3836, -1.0135], [-0.5144, -0.3822, -0.2865], [-0.1740, 0.1189, 0.3365], [0.0575, 0.3283, 0.4843], [-0.3041, -0.3203, -0.6311], [0.8143, 0.3013, -0.1097], [-0.0013, -0.0376, -0.0955], [-0.0819, -0.0560, 0.0246], [-0.1099, 0.0025, -0.0283], [-0.0535, 0.0559, 0.2128], [-0.1733, -0.0690, -0.0332], [0.0363, 0.1263, 0.4306], [-0.0341, -0.0363, 0.0599], [-0.3802, -0.0865, 0.0942], [0.1106, -0.0369, -0.0979], [-0.2525, -0.1463, -0.1714], [0.6012, -0.0282, -0.5892], [0.1730, -0.2315, 0.7075], [0.1088, -0.0091, 0.5606], [0.3104, 0.0997, -0.1785], [0.1099, 0.1183, -0.0059], [0.0371, 0.0056, 0.0791], [-0.1738, -0.2218, -0.2587], [-0.0686, 0.3451, 0.1608], [0.0800, 0.0829, -0.0323], [-0.0084, -0.0360, -0.0825]], "nbo_charge": [1.694, 0.149, -0.377, 0.142, 0.295, 0.283, -0.289, 0.247, -0.610, 0.261, -0.172, 0.134, 0.076, -0.276, 0.040, 0.042, -0.590, 0.467, 0.254, 0.256, 0.251, 0.246, -0.245, 0.400, -0.534, -0.232, -0.428, -0.230, -0.569, 0.441, 0.250, 0.228, 0.221, 0.268, 0.236, 0.223, 0.441, -0.421, -0.300, -0.029, -0.053, -0.496, 0.267, -0.226, 0.256, 0.238, 0.236, 0.268, 0.266, 0.454, 0.102, -0.040, -0.229, -0.234, 0.014, -1.064, -0.249, -0.216, 0.259, 0.228, 0.259, 0.258, 0.207, 0.252]}

***

Entry 4:
{"formula": "C4H9F", "method": "wB97M-V/def2-TZVPD", "total_charge": 0, "energy_ev": -7005.583, "multiplicity": 1, "orbital_gap_ev": 11.4, "e_lumo_ev": 0.784, "symbols": ["C", "C", "C", "C", "H", "H", "H", "H", "H", "H", "H", "H", "H", "F"], "xyz": [[0.17733, 1.49964, -0.11257], [0.14154, -0.04305, 0.46698], [1.17724, -0.82197, -0.19578], [-1.36039, -0.55496, 0.07299], [-0.01570, 1.68441, -1.13570], [1.23335, 1.86094, 0.29853], [-0.50083, 2.14103, 0.43521], [0.38433, 0.15191, 1.65361], [1.48789, -0.16416, -1.25083], [0.49553, -2.02325, -0.40364], [2.07356, -1.15383, 0.80414], [-1.35883, -1.61440, 0.23287], [-1.15647, -1.03369, -0.86516], [-2.77855, 0.07137, -0.00065]], "forces_ev_per_angstrom": [[2.6712, -0.6949, 3.9918], [-3.3954, 5.7274, 2.1087], [0.9537, -3.7873, -0.1347], [0.2807, -0.8339, -0.9395], [0.2418, -0.4163, -1.2504], [-1.9187, -0.3887, -1.5717], [-0.4357, -0.0992, 0.2524], [-1.1663, -0.9416, -2.8953], [-0.2671, -2.7751, 3.1063], [2.7694, 3.3198, 0.0751], [-2.3900, 1.1479, -3.9932], [-1.5144, -1.0183, 3.1497], [-0.1382, 2.0265, -2.6533], [4.3088, -1.2663, 0.7541]], "nbo_charge": [-0.616, -0.285, -0.633, -0.008, 0.212, 0.198, 0.218, 0.219, 0.262, 0.192, 0.257, 0.183, 0.179, -0.377]}

***

Number 2 is which compound?
C6H11ClS

***

Number 4 is which compound?
C4H9F